(1)
DFT (ωB97M-V/def2-TZVPD) results for a structure of composition C16H25N5O5Pt.

Summary:
2S+1 ... 3
Gap between HOMO and LUMO (alpha / beta) ... 0.222 / 0.259 hartree
E_HOMO (alpha / beta) ... -5.74 / -7.27 eV
Maximum force ... 5.2 eV Å⁻¹
LUMO level (alpha / beta) ... 0.0108 / -0.0079 Ha

Structure (XYZ):
```
52
C16H25N5O5Pt, DFT ωB97M-V/def2-TZVPD
Pt -0.212 -0.474 -0.031
O 1.936 1.190 1.355
O 0.714 -2.628 -1.922
O 1.375 1.039 -2.886
O 0.020 -4.261 -0.038
O -1.559 -1.631 4.645
N 1.576 0.131 0.531
N -2.213 -0.499 -0.411
N 1.037 -1.794 -0.902
N -1.810 1.584 -1.333
N -0.804 1.457 -0.437
C 3.165 -3.033 -0.582
C 0.303 4.623 1.187
C -0.160 2.715 -0.205
C -3.976 0.500 -1.715
C 2.624 -0.645 0.248
C -4.459 -1.182 -0.076
C 0.368 3.370 -1.325
C -3.119 -1.190 0.308
C 0.761 5.310 0.055
C -0.719 -3.283 0.739
C 3.889 -0.119 0.796
C -0.190 3.325 1.060
C 2.290 -1.845 -0.406
C -2.655 0.525 -1.210
C 0.796 4.693 -1.208
C -4.869 -0.397 -1.163
H -4.212 1.230 -2.482
H -5.158 -1.804 0.477
H -1.997 -0.840 5.030
H 0.466 2.797 -2.252
H 1.159 5.218 -2.099
H 1.129 6.334 0.146
H 1.116 1.564 1.733
H 2.928 -3.573 -1.504
H 0.326 5.098 2.168
H 4.214 -2.719 -0.619
H 0.422 -3.463 -1.410
H 4.167 0.848 0.355
H 3.827 0.026 1.882
H 3.090 -3.750 0.254
H -1.702 -3.151 0.273
H -0.637 2.775 1.889
H 4.708 -0.809 0.583
H -0.547 -5.052 -0.124
H -0.152 -2.293 0.831
H -0.817 -3.707 1.757
H 0.832 0.480 -3.468
H 2.160 1.277 -3.415
H -2.726 -1.715 1.181
H -0.817 -1.779 5.270
H -5.887 -0.468 -1.532
```

---

(2)
DFT (ωB97M-V/def2-TZVPD) results for the molecule C16H25NO5S.

Summary:
2S+1 ... 1
Gap between HOMO and LUMO ... 0.321 hartree
E_HOMO ... -8.13 eV
Maximum force ... 2.3 eV Å⁻¹
LUMO level ... 0.0225 Ha

Structure (XYZ):
```
48
C16H25NO5S, DFT ωB97M-V/def2-TZVPD
S -2.015 0.318 -3.209
O -1.574 -2.159 -0.597
O 1.681 3.047 1.416
O -2.653 1.583 -3.568
O -1.049 -0.143 -4.220
O 1.172 -2.382 0.354
N -1.210 0.500 -1.692
C -2.108 1.036 -0.624
C -0.142 2.677 3.828
C 0.238 -4.262 -0.859
C 0.742 -2.794 -0.978
C -0.444 -1.899 -1.424
C 0.718 -0.019 -0.205
C 1.894 3.662 2.700
C -3.316 -0.920 -2.966
C 1.586 1.711 1.247
C 1.909 -2.815 -1.961
C -0.035 -0.405 -1.451
C 1.227 -1.034 0.633
C 0.564 3.968 3.365
C 2.023 0.714 2.132
C 1.810 -0.635 1.804
C 0.927 1.325 0.090
H 2.656 -3.533 -1.650
H 2.518 3.010 3.325
H 2.396 -1.816 -1.960
H 1.529 -2.990 -2.972
H -0.943 2.964 4.526
H 0.675 2.143 -0.552
H -3.864 -0.675 -2.063
H 0.561 1.953 4.313
H -1.536 1.447 0.206
H 0.687 -0.256 -2.300
H -0.592 -4.405 -0.141
H -0.062 4.563 2.681
H -0.625 2.202 2.967
H -0.069 -4.581 -1.856
H 0.798 4.597 4.204
H 2.419 4.620 2.561
H 2.182 -1.380 2.431
H -3.939 -0.866 -3.861
H 1.086 -4.903 -0.545
H 2.595 0.914 3.026
H -2.931 -1.944 -2.840
H -2.800 1.809 -1.025
H -2.669 0.252 -0.174
H -1.283 -1.977 0.308
H -0.733 -2.221 -2.422
```

---

(3)
DFT (ωB97M-V/def2-TZVPD) results for a structure of composition C16H25ReS.

Summary:
2S+1 ... 4
Gap between HOMO and LUMO (alpha / beta) ... 0.247 / 0.261 hartree
E_HOMO (alpha / beta) ... -9.24 / -11.54 eV
Net charge ... +1
Maximum force ... 3.0 eV Å⁻¹
LUMO level (alpha / beta) ... -0.0923 / -0.1627 Ha

Structure (XYZ):
```
43
C16H25ReS, DFT ωB97M-V/def2-TZVPD
Re 1.132 -0.082 0.777
S 2.246 -1.250 -1.402
C -3.481 1.338 -0.237
C -0.482 -2.062 1.030
C 0.858 -2.566 1.069
C 2.252 -2.987 -1.570
C -0.618 -1.070 2.074
C 1.628 1.756 1.674
C -3.747 1.799 1.129
C 0.527 2.096 0.795
C 1.566 -1.912 2.145
C -3.951 0.012 -0.658
C 0.969 1.905 -0.563
C 2.336 1.476 -0.541
C -3.044 2.304 -1.252
C 3.393 -1.000 -2.956
C 0.654 -0.966 2.763
C 2.749 1.378 0.843
H 0.405 2.200 -1.471
H -3.904 -0.734 0.154
H -1.312 -2.458 0.406
H -3.059 2.601 1.451
H 2.817 -3.372 -0.737
H -3.921 2.838 -1.678
H -3.698 0.982 1.872
H 1.231 -3.448 0.525
H 2.852 -1.454 -3.771
H 3.784 1.219 1.186
H 3.587 0.062 -3.128
H -2.533 1.823 -2.105
H 1.676 1.960 2.760
H 0.835 -0.437 3.717
H -5.014 0.062 -0.974
H 4.298 -1.554 -2.736
H 1.216 -3.278 -1.531
H -2.377 3.082 -0.843
H -1.569 -0.604 2.402
H -0.423 2.579 1.108
H -3.389 -0.383 -1.523
H 2.704 -3.284 -2.512
H 3.014 1.403 -1.417
H 2.565 -2.196 2.527
H -4.773 2.222 1.200
```

---

(4)
DFT (ωB97M-V/def2-TZVPD) results for a structure of composition C16H26B2N6O2Pd.

Summary:
2S+1 ... 5
Gap between HOMO and LUMO (alpha / beta) ... 0.272 / 0.136 hartree
E_HOMO (alpha / beta) ... -13.68 / -15.40 eV
Net charge ... +2
Maximum force ... 5.8 eV Å⁻¹
LUMO level (alpha / beta) ... -0.2306 / -0.4298 Ha

Structure (XYZ):
```
53
C16H26B2N6O2Pd, DFT ωB97M-V/def2-TZVPD
Pd -0.379 -0.456 -0.780
O 0.679 0.756 1.706
O -0.537 -1.207 2.087
N 0.558 1.874 -2.565
N 1.557 -0.373 -3.063
N -1.381 -0.350 -2.572
N 0.103 1.574 -1.292
N 1.256 -1.045 -1.891
N -0.799 0.150 -3.723
C -0.035 2.723 -0.614
C -2.860 -0.533 -4.247
C 2.136 -0.236 3.350
C -1.674 0.030 -4.733
C 3.090 -1.954 -2.777
C 2.652 -0.922 -3.603
C 0.734 1.741 3.900
C 0.786 0.448 3.103
C 0.692 3.210 -2.674
C -0.429 -0.523 3.330
C 2.204 -1.978 -1.670
C -0.296 -1.547 4.439
C -2.626 -0.769 -2.885
C -1.746 0.209 3.599
C -1.937 -2.210 -0.022
C 0.324 3.782 -1.470
B 0.646 0.750 -3.644
B -0.066 -0.284 1.157
H -1.778 0.543 4.643
H 1.606 2.376 3.696
H 1.083 1.159 -4.676
H -1.163 -2.217 4.407
H -0.371 2.780 0.415
H 1.007 3.667 -3.602
H -2.408 -1.996 0.958
H -2.683 -2.673 -0.713
H -3.270 -1.226 -2.136
H -2.573 -0.496 3.453
H -1.386 0.340 -5.753
H -1.828 -1.124 -0.549
H 3.022 -0.550 -4.548
H 0.615 -2.150 4.379
H 2.245 -2.591 -0.778
H -0.175 2.314 3.689
H 2.305 -0.432 4.419
H 2.958 0.418 3.027
H 0.283 4.821 -1.245
H 2.215 -1.193 2.813
H -3.758 -0.741 -4.791
H 0.754 1.535 4.979
H -0.314 -1.040 5.412
H -1.028 -2.863 0.064
H -1.909 1.083 2.953
H 3.900 -2.602 -2.961
```

---

(5)
DFT (ωB97M-V/def2-TZVPD) results for a cluster of 6 separate species, C16H26Br8N2 in total.

Summary:
2S+1 ... 1
Gap between HOMO and LUMO ... 0.311 hartree
E_HOMO ... -8.19 eV
Maximum force ... 0.8 eV Å⁻¹
LUMO level ... 0.0098 Ha

Structure (XYZ):
```
52
C16H26Br8N2, DFT ωB97M-V/def2-TZVPD
Br 11.757 -6.510 17.536
Br 18.393 -4.500 16.811
Br 15.447 -7.276 17.190
Br 10.774 -8.674 14.498
Br 12.736 -9.187 21.116
Br 10.429 -11.220 16.882
Br 20.157 -3.932 13.786
Br 14.919 -7.886 12.649
N 15.996 -5.811 8.154
N 12.489 -5.417 11.725
C 20.613 -5.228 15.139
C 11.889 -3.449 12.534
C 16.227 -7.745 7.118
C 11.940 -8.067 18.676
C 12.326 -4.101 11.412
C 14.587 -7.406 15.420
C 15.614 -7.924 14.471
C 12.165 -5.618 13.038
C 10.805 -11.523 15.014
C 11.813 -4.414 13.564
C 19.398 -5.821 15.812
C 11.618 -10.415 14.366
C 12.151 -7.629 20.094
C 15.890 -6.770 9.116
C 16.024 -7.986 8.505
C 16.211 -6.396 6.938
H 12.392 -3.731 10.403
H 11.753 -10.625 13.311
H 11.038 -8.656 18.548
H 16.011 -4.815 8.275
H 21.183 -6.024 14.664
H 11.378 -12.447 14.980
H 12.868 -6.101 11.096
H 13.737 -8.067 15.547
H 16.026 -8.922 9.039
H 12.326 -6.564 13.519
H 9.859 -11.682 14.504
H 12.793 -8.631 18.310
H 12.937 -6.893 20.187
H 15.805 -6.553 10.166
H 12.563 -10.311 14.890
H 18.717 -6.231 15.074
H 14.255 -6.396 15.209
H 19.709 -6.553 16.550
H 11.523 -4.255 14.590
H 16.513 -7.318 14.487
H 11.225 -7.336 20.571
H 15.872 -8.957 14.678
H 11.735 -2.384 12.582
H 16.350 -8.489 6.350
H 16.292 -5.791 6.052
H 21.262 -4.739 15.861
```